No. 1
DFT (the ωB97M-V functional and the def2-TZVPD basis) results for a 2-piece molecular cluster, C2H6N2O3 overall.

Atoms and positions in Å:
O: 2.353 2.091 -1.260
O: 1.377 1.046 0.451
O: -2.145 -1.755 -0.710
N: -1.867 -0.787 1.341
N: -0.048 -1.582 0.169
C: 1.519 2.024 -0.218
C: -1.404 -1.421 0.190
H: -1.386 -1.056 2.189
H: 0.949 2.950 -0.033
H: 0.295 -2.018 -0.667
H: -2.866 -0.839 1.413
H: 2.272 2.927 -1.751
H: 0.525 -0.903 0.648

Forces on atoms 1 to 2 (eV/Å):
0.217 -0.009 -0.350
0.350 0.046 -0.109

Calculated values
- SMILES = NC(N)=O.O=CO
- LUMO level (eV) = 0.36
- calculated total energy (eV) = -11294.9524
- HOMO (eV) = -9.57
- relative energy (zero: lowest compared OMol25 entry of this formula, charge and spin) (kJ/mol) = 36.2

No. 2
DFT (the ωB97M-V functional and the def2-TZVPD basis) results for a 2-piece molecular cluster, C2H6N2O3P overall at a distorted geometry.

Atoms and positions in Å:
P: -2.946 0.091 0.035
O: -3.422 0.392 -1.311
O: -2.862 -1.568 0.365
O: -3.448 0.839 1.177
N: 0.826 1.626 0.500
N: 1.073 -0.603 -0.480
C: 0.425 0.424 -0.052
C: 2.486 -0.681 -0.481
H: 2.864 -1.188 0.375
H: 2.924 -1.214 -1.309
H: 2.831 0.331 -0.457
H: 1.703 1.522 1.023
H: -2.627 -2.242 -0.310
H: 0.173 2.271 0.926

Forces on atoms 1 to 2 (eV/Å):
1.625 -1.864 -0.492
-0.147 -0.219 -1.619

Calculated values
- total charge = -1
- LUMO level (alpha / beta) (eV) = 3.64 / 3.67
- calculated total energy (eV) = -20583.0536
- HOMO (alpha / beta) (eV) = -2.31 / -3.62
- relative energy (zero: lowest compared OMol25 entry of this formula, charge and spin) (kJ/mol) = 423.5

No. 3
DFT (the ωB97M-V functional and the def2-TZVPD basis) results for a 2-piece molecular cluster, C2H6N2O4 overall.

Atoms and positions in Å:
O: -1.859 -1.734 0.357
O: 0.816 0.477 1.702
O: -2.027 -1.721 -1.792
O: 0.949 -0.393 -0.273
N: -2.050 -1.183 -0.707
N: 1.421 0.150 0.706
C: 2.843 0.518 0.660
C: -2.360 0.272 -0.671
H: -2.430 0.617 -1.693
H: 3.275 0.344 1.641
H: 2.894 1.579 0.425
H: -1.539 0.744 -0.140
H: -3.280 0.388 -0.109
H: 3.347 -0.057 -0.106

Forces on atoms 1 to 2 (eV/Å):
-0.067 0.069 -0.119
-0.302 -0.069 0.070

Calculated values
- SMILES = C[N+](=O)[O-].C[N+](=O)[O-]
- LUMO level (eV) = 0.08
- calculated total energy (eV) = -13335.7797
- HOMO (eV) = -10.77
- relative energy (zero: lowest compared OMol25 entry of this formula, charge and spin) (kJ/mol) = 678.5

No. 4
DFT (the ωB97M-V functional and the def2-TZVPD basis) results for the molecule C2H6N2OS at a distorted geometry.

Atoms and positions in Å:
S: -0.404 -1.065 1.560
O: 0.446 -1.198 -1.500
N: 0.079 0.142 -1.616
N: 0.353 0.279 0.811
C: 0.030 0.766 -0.500
C: -0.190 2.260 -0.524
H: 0.375 -1.475 -2.427
H: -1.075 2.589 0.064
H: 0.556 -2.053 1.355
H: 0.689 2.749 -0.109
H: -0.352 2.652 -1.513
H: 0.643 1.061 1.445

Forces on atoms 1 to 2 (eV/Å):
0.869 -0.150 -0.445
-0.079 -0.092 -0.350

Calculated values
- SMILES = C/C(=N/O)NS
- LUMO level (eV) = 0.85
- calculated total energy (eV) = -18032.0403
- HOMO (eV) = -8.89
- relative energy (zero: lowest compared OMol25 entry of this formula, charge and spin) (kJ/mol) = 266.8

> Which of these has the lowest calculated total energy?

C2H6N2O3P

> calculated total energy of number 3 (C2H6N2O4)?

-13335.7797 eV